Here is a molecular structure, C2H4CuF3O2S in a non-equilibrium geometry from the Open Molecules 2025 dataset. Energies are from ωB97M-V with the def2-TZVPD basis set.

Each line ends with the Löwdin charge.
Cartesian coordinates (Å):
Cu 1.47 0.29 -1.43  0.67
S 1.20 0.41 1.33  1.10
F -0.13 2.58 1.96  0.17
F -0.73 0.81 3.05  0.16
F -1.36 1.09 1.00  0.16
O 1.61 1.28 0.14  -0.50
O 0.58 -0.88 0.67  -0.47
C -0.39 1.29 1.87  -0.76
C -0.34 -1.26 -1.87  0.02
H -0.26 -1.31 -0.25  0.23
H -0.30 -1.21 -2.97  0.06
H -0.02 -2.31 -1.76  0.08
H -1.33 -0.78 -1.74  0.08

Properties
- gap between HOMO and LUMO (alpha / beta) (Eh) = 0.358 / 0.268
- HOMO level (alpha / beta) (eV) = -14.81 / -14.94
- multiplicity = 2
- expectation value of S² = 0.76
- net charge = +1
- E_LUMO (alpha / beta) (eV) = -5.058 / -7.663